Record 1
The following is a DFT calculation (the ωB97M-V functional and the def2-TZVPD basis) of C3H9NO in the gas phase at a distorted geometry.

Computed properties:
- LUMO (eV) = 1.042
- SMILES = CNCCO
- energy relative to the best compared isomer or geometry (same formula, charge and spin) (kJ/mol) = 232.6
- Kohn-Sham gap (eV) = 9.322

Last column: Löwdin charge in e.
Cartesian coordinates (Å):
C: -0.599138 -0.284152 2.037119  -0.122
N: -1.066267 -0.309673 0.636731  -0.179
C: -0.402294 0.330788 -0.463443  -0.220
C: 0.946499 -0.149597 -1.264131  -0.256
O: 1.391151 0.797169 -2.211512  -0.090
H: 0.286130 -0.933239 2.149917  0.067
H: -0.403439 0.834391 2.119746  0.091
H: -1.359116 -0.715741 2.713123  0.077
H: -2.065222 -0.381955 0.690261  0.090
H: -0.261008 1.397830 -0.230969  0.100
H: -1.145777 0.280032 -1.337098  0.129
H: 0.785778 -1.130188 -1.821749  0.123
H: 1.684335 -0.219789 -0.411591  0.109
H: 2.208365 0.484127 -2.606402  0.082

Atoms 1-6, force components in eV/Å:
C 0.71 1.28 -1.70
N 0.34 -2.48 0.83
C -1.24 0.87 -3.07
C -0.29 -1.47 2.32
O -0.80 0.68 0.29
H -0.03 0.68 0.13

Record 2
The following is a DFT calculation (the ωB97M-V functional and the def2-TZVPD basis) of 2 unconnected molecules or ions with the total composition C3H9NO at a distorted geometry.

Computed properties:
- LUMO (eV) = 0.959
- SMILES = C=C.NCO
- energy relative to the best compared isomer or geometry (same formula, charge and spin) (kJ/mol) = 197.3
- Kohn-Sham gap (eV) = 10.717

Last column: Löwdin charge in e.
Cartesian coordinates (Å):
C: 2.047117 -0.713082 1.374720  -0.073
C: 0.969403 -1.400899 1.726027  -0.079
H: 1.929950 0.270053 0.941006  0.041
H: 3.052928 -0.967395 1.683039  0.043
H: -0.012154 -0.998983 1.511872  0.032
H: 0.881461 -2.189182 2.461109  0.043
N: -1.690878 0.041322 -1.717584  0.021
C: -0.517609 0.785610 -1.311918  -0.355
O: -0.688335 1.730848 -0.279486  -0.074
H: -2.174499 -0.307011 -0.906165  0.064
H: -2.256492 0.542277 -2.382151  0.064
H: 0.205226 0.072656 -0.925905  0.089
H: -0.164271 1.290858 -2.210192  0.113
H: -1.581847 1.842928 0.035627  0.070

Atoms 1-6, force components in eV/Å:
C -0.10 0.06 0.70
C -0.54 0.73 0.64
H 0.00 -0.13 -0.56
H -0.02 -0.23 -0.03
H -0.07 0.15 -0.38
H 0.71 -0.55 -0.38

Record 3
The following is a DFT calculation (the ωB97M-V functional and the def2-TZVPD basis) of a molecular structure, C3H9NO at a distorted geometry.

Computed properties:
- LUMO (eV) = 0.854
- energy relative to the best compared isomer or geometry (same formula, charge and spin) (kJ/mol) = 368.9
- Kohn-Sham gap (eV) = 10.165

Last column: Löwdin charge in e.
Cartesian coordinates (Å):
C: 2.159747 -0.413451 -0.093677  -0.132
C: 0.069964 0.564821 0.120346  -0.307
C: -1.403341 0.385637 -0.323860  -0.407
H: 2.653579 -1.197219 -0.677157  0.091
H: 2.345183 -0.639267 0.979621  0.090
H: 2.694669 0.574484 -0.197281  0.098
H: 0.404154 1.584184 -0.095377  0.119
H: 0.131790 0.465778 1.233090  0.124
H: -1.936044 1.236565 0.165703  0.105
H: -1.431003 0.642754 -1.394639  0.109
H: -1.382143 -1.290850 0.993820  0.195
H: -3.217463 -0.680839 -0.015014  0.185
N: -1.942407 -0.917232 -0.145492  -0.088
O: 0.853321 -0.315363 -0.550083  -0.180

Atoms 1-6, force components in eV/Å:
C 1.64 0.87 0.23
C -1.67 0.82 0.87
C 1.18 2.70 -0.37
H -0.01 0.35 0.04
H -0.90 -0.22 -0.28
H -0.29 -0.75 -0.35